[1]
ORCA calculation (ωB97M-V with the def2-TZVPD basis set) on a molecular structure, C36H35N8O2PRe in a non-equilibrium geometry.

The geometry in XYZ format:
```
83
Properties=species:S:1:pos:R:3:mulliken_spin:R:1
Re 0.88 0.69 -0.46 0.88
C 5.16 0.37 -1.32 0.00
C 5.79 -0.05 -0.15 0.01
C 5.01 -0.23 0.97 -0.01
C 3.62 0.00 0.91 0.02
N 3.02 0.40 -0.24 0.00
C 3.80 0.57 -1.31 0.01
N 2.98 -0.20 2.09 0.01
C 1.76 0.08 2.40 0.00
N 0.79 0.61 1.58 0.02
C -0.34 0.84 2.34 -0.01
N -1.42 1.43 1.98 0.00
C -1.80 1.88 0.77 -0.01
C -2.92 2.73 0.79 -0.01
C -3.47 3.18 -0.39 0.00
C -2.90 2.74 -1.58 -0.01
C -1.79 1.93 -1.54 0.01
N -1.21 1.51 -0.40 -0.01
C -0.10 0.38 3.70 0.00
C -0.90 0.38 4.83 0.00
C -0.34 -0.10 6.01 0.00
C 0.96 -0.58 6.04 0.00
C 1.77 -0.59 4.91 0.00
C 1.22 -0.10 3.74 0.00
H 5.72 0.52 -2.23 0.00
H 6.85 -0.22 -0.12 0.00
H 5.42 -0.54 1.92 0.00
H 3.31 0.88 -2.23 0.01
H -3.32 3.00 1.75 0.00
H -4.32 3.84 -0.39 0.00
H -3.32 3.02 -2.54 0.00
H -1.35 1.59 -2.46 -0.01
H -1.91 0.76 4.79 0.00
H -0.93 -0.10 6.91 0.00
H 1.37 -0.94 6.98 0.00
H 2.78 -0.96 4.93 0.00
O 0.79 -0.78 -4.33 0.03
C 0.93 -0.58 -3.15 -0.01
N 0.94 0.63 -2.49 0.03
C 1.01 1.81 -3.21 -0.01
O 0.98 1.94 -4.41 0.02
C 1.18 2.98 -2.28 0.01
C 1.39 4.25 -2.81 0.00
C 1.59 5.31 -1.95 0.00
C 1.56 5.07 -0.58 0.00
C 1.34 3.78 -0.13 0.01
N 1.16 2.76 -0.95 -0.02
C 1.18 -1.71 -2.17 0.04
C 1.56 -2.96 -2.66 -0.01
C 1.92 -3.95 -1.77 0.01
C 1.88 -3.66 -0.41 -0.01
C 1.44 -2.41 0.00 0.02
N 1.11 -1.45 -0.86 -0.01
H 1.40 4.36 -3.89 0.00
H 1.77 6.31 -2.33 0.00
H 1.72 5.87 0.13 0.00
H 1.31 3.57 0.93 0.00
H 1.57 -3.12 -3.73 0.00
H 2.24 -4.92 -2.12 0.00
H 2.17 -4.39 0.32 0.00
H 1.37 -2.18 1.06 0.00
C -3.67 -0.93 1.85 0.00
C -3.59 -0.89 0.33 0.00
P -1.92 -1.35 -0.34 -0.01
C -2.16 -1.52 -2.18 -0.02
C -3.59 -1.63 -2.69 0.00
C -1.68 -3.10 0.24 0.00
C -2.84 -4.05 -0.04 0.00
H -4.71 -0.77 2.14 0.00
H -3.07 -0.14 2.30 0.00
H -3.35 -1.89 2.24 0.00
H -3.84 0.10 -0.05 0.00
H -4.29 -1.61 -0.11 0.00
H -1.58 -2.39 -2.49 0.00
H -1.69 -0.65 -2.65 0.00
H -4.09 -2.52 -2.32 0.00
H -3.56 -1.69 -3.78 0.00
H -4.18 -0.76 -2.43 0.00
H -1.46 -3.06 1.31 0.00
H -0.79 -3.48 -0.26 0.00
H -3.76 -3.75 0.46 0.00
H -2.57 -5.04 0.34 0.00
H -3.02 -4.14 -1.10 0.00
```

Summary:
Multiplicity: 2
<S²>: 0.78
Net charge: +2

---

[2]
ORCA calculation (ωB97M-V with the def2-TZVPD basis set) on a molecular structure, C30H28N5OReS2 in a non-equilibrium geometry.

The geometry in XYZ format:
```
67
Properties=species:S:1:pos:R:3:mulliken_spin:R:1
Re -0.37 0.62 0.99 1.04
N 1.95 -0.29 4.72 0.00
C 1.53 0.19 3.50 0.00
S -0.20 0.52 3.34 -0.03
N 2.39 0.27 2.54 0.00
N 1.83 0.79 1.37 0.00
C 2.65 1.55 0.73 -0.02
C 2.25 2.49 -0.28 0.03
C 3.22 3.07 -1.11 0.01
C 2.89 4.06 -2.00 0.00
C 1.57 4.54 -2.02 0.01
C 0.62 4.03 -1.17 0.00
C 0.93 2.99 -0.29 0.00
O 0.00 2.54 0.54 -0.03
H 1.33 -0.13 5.50 0.00
H 2.94 -0.22 4.91 0.00
H 3.69 1.54 1.05 0.00
H 4.24 2.70 -1.05 0.00
H 3.64 4.49 -2.65 0.00
H 1.30 5.32 -2.72 0.00
H -0.39 4.41 -1.16 0.00
S -1.97 1.77 -3.11 0.00
C -0.39 1.15 -3.43 0.00
C 0.32 1.15 -4.64 0.00
C 1.59 0.62 -4.64 0.00
C 2.15 0.08 -3.48 0.00
C 1.44 0.07 -2.29 0.01
C 0.16 0.61 -2.27 -0.01
N -0.69 0.71 -1.16 -0.04
C -1.82 1.31 -1.46 0.03
C -2.81 1.56 -0.42 -0.01
C -4.07 2.09 -0.68 -0.02
C -4.97 2.23 0.37 0.03
C -4.59 1.84 1.65 -0.02
C -3.32 1.34 1.90 0.08
C -2.39 1.19 0.87 -0.06
H -0.12 1.57 -5.54 0.00
H 2.16 0.61 -5.56 0.00
H 3.15 -0.32 -3.50 0.00
H 1.86 -0.32 -1.38 0.00
H -4.36 2.38 -1.69 0.00
H -5.96 2.63 0.19 0.00
H -5.30 1.94 2.47 0.00
H -3.05 1.05 2.91 0.01
C 1.85 -2.57 -0.16 0.02
N 1.59 -3.43 1.03 0.00
C 1.07 -4.77 0.63 0.00
C 0.70 -2.73 2.06 0.04
C -0.71 -2.55 1.61 -0.01
C -1.58 -3.61 1.88 -0.01
C -2.83 -3.68 1.30 0.03
C -3.17 -2.71 0.36 -0.02
C -2.34 -1.62 0.16 0.06
C -1.12 -1.44 0.84 -0.07
H 2.33 -3.18 -0.93 0.00
H 2.51 -1.76 0.15 0.00
H 0.91 -2.17 -0.51 -0.02
H 2.48 -3.57 1.50 0.00
H 0.20 -4.64 0.00 0.00
H 0.80 -5.34 1.52 0.00
H 1.86 -5.29 0.09 0.00
H 1.20 -1.80 2.25 -0.05
H 0.75 -3.36 2.95 0.00
H -1.26 -4.39 2.57 0.00
H -3.51 -4.48 1.54 0.00
H -4.11 -2.78 -0.18 0.00
H -2.67 -0.87 -0.54 0.01
```

Summary:
ΔE to the lowest compared entry with this formula, charge and spin in kcal/mol: 3.8
Multiplicity: 2
<S²>: 0.80
Net charge: +1

---

[3]
ORCA calculation (ωB97M-V with the def2-TZVPD basis set) on a molecular structure, C36H40N2ORhS2Si in a non-equilibrium geometry.

The geometry in XYZ format:
```
83
Properties=species:S:1:pos:R:3:mulliken_charge:R:1
Rh -0.49 -0.50 -0.29 -0.82
C 1.55 -0.61 -0.22 -0.91
Si 2.32 0.96 0.41 -1.16
C 1.05 2.14 -0.33 -1.19
N -0.36 1.58 -0.27 1.11
C -1.03 1.94 -1.57 -0.75
C -1.27 3.44 -1.73 -0.77
C -2.13 3.98 -0.57 -0.81
C -2.41 2.89 0.46 -0.97
C -1.10 2.23 0.88 -0.24
C 2.49 1.11 2.26 0.68
C 3.22 0.14 2.96 -0.01
C 3.39 0.22 4.34 -0.79
C 2.84 1.28 5.04 -0.57
C 2.13 2.27 4.37 -0.75
C 1.97 2.18 2.99 -0.17
C 3.98 1.34 -0.39 0.92
C 4.10 1.36 -1.78 -0.59
C 5.31 1.62 -2.40 -0.75
C 6.44 1.86 -1.63 -0.48
C 6.34 1.85 -0.24 -0.68
C 5.12 1.60 0.37 -0.22
H 1.96 -1.54 0.20 0.69
H 1.82 -0.63 -1.29 0.61
H 1.33 2.20 -1.39 0.44
H 1.05 3.17 0.03 0.74
H -1.97 1.42 -1.62 -0.01
H -0.39 1.56 -2.37 0.63
H -1.78 3.58 -2.68 0.50
H -0.33 3.97 -1.81 0.26
H -3.07 4.40 -0.94 0.41
H -1.61 4.81 -0.07 0.34
H -3.12 2.15 0.08 0.13
H -2.86 3.31 1.36 0.59
H -1.25 1.50 1.67 -0.01
H -0.45 3.00 1.29 0.42
H 3.65 -0.70 2.43 0.44
H 3.95 -0.54 4.86 0.45
H 2.97 1.35 6.12 0.41
H 1.72 3.10 4.91 0.44
H 1.43 2.98 2.48 0.24
H 3.23 1.16 -2.41 0.22
H 5.38 1.63 -3.48 0.40
H 7.39 2.06 -2.11 0.39
H 7.22 2.04 0.36 0.41
H 5.06 1.60 1.45 0.26
S -4.90 -0.93 0.92 -0.39
C -4.99 -0.74 -0.80 1.19
C -6.10 -0.80 -1.63 -0.70
C -5.91 -0.67 -2.99 -0.56
C -4.63 -0.48 -3.52 -0.93
C -3.52 -0.41 -2.69 -0.30
C -3.70 -0.53 -1.31 -0.83
N -2.71 -0.48 -0.35 1.33
C -3.19 -0.70 0.85 0.36
C -2.26 -0.84 1.95 1.37
C -2.67 -1.05 3.27 -0.96
C -1.72 -1.26 4.25 -1.02
C -0.38 -1.30 3.91 -0.82
C 0.03 -1.10 2.59 -0.93
C -0.90 -0.83 1.61 0.78
H -7.09 -0.96 -1.22 0.44
H -6.76 -0.72 -3.65 0.42
H -4.51 -0.39 -4.59 0.43
H -2.53 -0.27 -3.11 0.40
H -3.72 -1.05 3.52 0.50
H -2.03 -1.41 5.28 0.41
H 0.37 -1.49 4.67 0.53
H 1.08 -1.16 2.36 0.71
O -1.22 -2.69 -0.46 -0.65
S 0.12 -3.34 -0.86 0.61
C -0.13 -5.14 -0.84 -0.75
C -0.59 -5.55 -2.23 -0.56
C 0.26 -4.72 -3.20 -0.68
C 0.17 -3.28 -2.69 -0.46
H -0.82 -5.35 -0.03 0.39
H 0.84 -5.58 -0.60 0.39
H -1.65 -5.31 -2.36 0.27
H -0.47 -6.62 -2.39 0.37
H -0.10 -4.78 -4.22 0.37
H 1.29 -5.07 -3.19 0.30
H -0.79 -2.83 -2.95 0.16
H 0.98 -2.63 -3.00 0.37
```

Summary:
ΔE to the lowest compared entry with this formula, charge and spin in kcal/mol: 3.1
Multiplicity: 1
Net charge: +1

---

[4]
ORCA calculation (ωB97M-V with the def2-TZVPD basis set) on a molecular structure, C9H21N2O4PRhS.

The geometry in XYZ format:
```
39
Properties=species:S:1:pos:R:3:nbo_charge:R:1
Rh 0.08 0.04 -0.01 0.91
O 1.49 -3.40 -0.01 -0.90
S 1.19 -2.23 -0.76 2.51
O 1.46 -2.17 -2.15 -0.90
O -0.32 -1.79 -0.49 -0.82
O 1.76 -0.96 -0.03 -0.85
C -0.05 -2.41 4.01 -0.62
C -0.09 -2.06 2.52 -0.76
P -0.05 -0.29 2.20 1.40
C -1.49 0.41 3.05 -0.76
C -1.77 1.90 2.92 -0.61
C 1.48 0.39 2.90 -0.77
C 1.89 1.76 2.35 -0.61
H -0.03 -3.49 4.12 0.25
H -0.93 -2.05 4.55 0.21
H 0.84 -2.02 4.50 0.22
H -0.98 -2.46 2.04 0.27
H 0.77 -2.49 1.99 0.29
H -1.31 0.15 4.10 0.26
H -2.35 -0.20 2.74 0.26
H -0.97 2.50 3.35 0.22
H -2.69 2.14 3.45 0.24
H -1.89 2.18 1.88 0.20
H 2.24 -0.35 2.68 0.27
H 1.35 0.42 3.99 0.25
H 2.00 1.74 1.27 0.21
H 2.85 2.05 2.77 0.25
H 1.17 2.54 2.60 0.21
C -2.28 4.12 -2.59 -0.40
N -2.20 3.80 -1.15 -0.42
C -3.02 4.58 -0.22 -0.40
C -1.45 2.84 -0.73 0.64
N -0.77 1.98 -0.35 -0.62
H -2.01 5.16 -2.74 0.23
H -3.29 3.95 -2.94 0.22
H -1.59 3.48 -3.14 0.23
H -2.77 5.64 -0.32 0.23
H -2.81 4.27 0.80 0.22
H -4.07 4.43 -0.43 0.22
```

Summary:
ΔE to the lowest compared entry with this formula, charge and spin in kcal/mol: 0.0
Multiplicity: 1
Net charge: +1

---

[5]
ORCA calculation (ωB97M-V with the def2-TZVPD basis set) on 2 unconnected molecules or ions with the total composition C4H2F3N3O2 in a non-equilibrium geometry.

The geometry in XYZ format:
```
14
Properties=species:S:1:pos:R:3:mulliken_spin:R:1
C -0.28 0.76 -0.03 0.54
C 0.45 -0.45 -0.03 -0.07
C -1.25 2.03 1.84 0.07
C -1.37 2.04 4.03 -0.02
N -0.15 -0.05 2.11 0.70
N 1.07 -1.05 -0.97 0.44
N -0.59 0.88 1.30 0.10
O -1.68 3.00 1.33 0.12
O 0.47 -0.91 1.29 0.10
F -0.30 1.47 4.54 0.00
F -1.38 3.28 4.41 0.00
F -2.55 1.48 4.31 0.00
H -0.39 1.57 -0.70 0.02
H 1.73 -1.59 -0.52 -0.01
```

Summary:
ΔE to the lowest compared entry with this formula, charge and spin in kcal/mol: 0.0
Multiplicity: 3
<S²>: 2.03
Net charge: 0

---

[6]
ORCA calculation (ωB97M-V with the def2-TZVPD basis set) on a molecular structure, C3H6N2S in a non-equilibrium geometry.

The geometry in XYZ format:
```
12
Properties=species:S:1:pos:R:3:nbo_charge:R:1
C -0.58 0.76 -3.41 -0.20
C -0.21 0.20 -1.05 0.54
C 0.47 -0.31 0.09 -0.37
N -0.37 0.66 -2.11 -0.17
N -0.23 -0.14 1.45 -0.74
S 0.47 -0.38 -3.95 0.43
H -1.20 1.50 -3.92 0.32
H 1.48 0.05 0.05 0.33
H 0.77 -1.38 -0.17 0.34
H -0.68 0.88 1.30 0.49
H 0.46 -0.26 2.27 0.51
H -1.13 -0.73 1.78 0.52
```

Summary:
ΔE to the lowest compared entry with this formula, charge and spin in kcal/mol: 53.6
Multiplicity: 1
Net charge: +2

---

Calculated total energy, -65323.859 -64857.733 -75560.706 -43968.816 -20891.327 -17000.919 eV (same order as the records).